C12H44O16 | wB97M-V/def2-TZVPD

```
72
Properties=species:S:1:pos:R:3:lowdin_charge:R:1
O -2.288 -0.226 2.997 -0.0830
C -2.466 -1.637 3.250 -0.2192
C -3.871 -1.890 3.687 -0.2656
O -4.145 -0.871 4.597 -0.0498
H -2.131 -0.089 2.058 0.0569
H -2.082 -2.195 2.432 0.0933
H -1.709 -1.904 4.067 0.1420
H -3.972 -2.842 4.144 0.1100
H -4.523 -1.907 2.767 0.1320
H -3.712 -0.099 4.211 0.0681
O 3.688 3.359 -2.348 -0.0704
C 2.840 3.702 -3.422 -0.2380
C 1.860 2.561 -3.572 -0.2490
O 0.943 2.568 -2.514 -0.0955
H 4.369 3.995 -2.189 0.0826
H 2.308 4.628 -3.173 0.1213
H 3.477 3.783 -4.300 0.1191
H 2.477 1.680 -3.697 0.1081
H 1.257 2.656 -4.525 0.1431
H 1.470 2.574 -1.649 0.0708
O -0.758 -4.448 -2.015 -0.0440
C -1.887 -4.390 -1.192 -0.2354
C -2.414 -2.911 -1.138 -0.1200
O -1.477 -2.120 -0.263 -0.1413
H -0.011 -4.391 -1.453 0.0473
H -2.579 -5.087 -1.621 0.1086
H -1.585 -4.748 -0.176 0.1241
H -3.428 -2.806 -0.736 0.1115
H -2.519 -2.454 -2.145 0.1268
H -0.706 -1.781 -0.776 0.0666
O 0.448 5.068 -0.996 -0.0997
C 1.505 4.959 -0.005 -0.2001
C 1.326 3.695 0.876 -0.2282
O 1.746 2.550 0.160 -0.0952
H 0.373 4.265 -1.530 0.0377
H 2.508 4.912 -0.552 0.1213
H 1.383 5.922 0.442 0.1064
H 0.287 3.721 1.158 0.1147
H 1.949 3.902 1.772 0.1237
H 1.295 1.739 0.513 0.0605
O -4.515 0.532 -0.178 -0.0270
C -3.720 1.621 -0.179 -0.3081
C -2.362 1.423 -0.820 -0.2161
O -1.516 0.578 -0.075 -0.0920
H -5.210 0.608 0.449 0.0840
H -4.301 2.397 -0.705 0.1288
H -3.437 1.956 0.839 0.1288
H -1.874 2.435 -0.806 0.1360
H -2.471 1.077 -1.874 0.1376
H -1.765 -0.339 -0.140 0.0264
O 1.705 -1.780 2.430 -0.0891
C 2.478 -2.949 2.096 -0.2167
C 1.991 -3.649 0.853 -0.2182
O 0.620 -4.033 1.010 -0.0710
H 1.085 -2.179 3.053 0.0902
H 3.532 -2.612 1.940 0.1344
H 2.484 -3.610 2.964 0.1222
H 2.571 -4.562 0.796 0.1233
H 2.155 -2.999 -0.017 0.1092
H 0.037 -3.302 0.762 0.0422
O 0.659 0.870 2.164 -0.0190
H -0.100 0.822 2.705 0.0198
H 1.265 0.270 2.628 0.0511
O 2.220 -2.353 -2.748 -0.0699
H 2.684 -1.573 -2.454 -0.0208
H 1.300 -2.112 -2.479 0.0290
O 4.268 -0.022 -1.782 -0.0451
H 4.264 0.881 -2.163 0.0337
H 4.085 0.119 -0.862 0.0224
O 0.992 -0.615 -0.443 -0.0767
H 0.433 0.198 -0.633 0.0573
H 1.193 -0.542 0.522 0.0312
```

As for the SMILES: OCCO.OCCO.OCCO.OCCO.OCCO.OCCO.O.O.O.O. For the HOMO-LUMO gap, the calculation gives 10.18 eV. For the HOMO energy, the calculation gives -9.885 eV. The calculation puts the lowest unoccupied orbital energy at 0.2915 eV. For the total energy, the calculation gives -1687.34591 Eh. The net charge is 0.